{"formula": "C11H15NO", "method": "ωB97M-V/def2-TZVPD", "lumo_energy_ev": -0.2344, "charge": 0, "e_above_lowest_kcal_mol": 287.57, "species": ["C", "C", "C", "C", "C", "C", "C", "C", "C", "C", "C", "H", "H", "H", "H", "H", "H", "H", "H", "H", "H", "H", "H", "H", "H", "H", "N", "O"], "coordinates": [[-3.635012, -1.259322, -0.036066], [-1.671182, -0.133375, -0.078590], [-2.493464, 1.017329, 0.140535], [-1.915933, 2.255007, 0.061024], [-0.359781, 2.298719, -0.014043], [0.498338, 1.108181, -0.129203], [1.994394, 1.112074, -0.034074], [2.487172, -0.231418, -0.415390], [1.759212, -1.328390, 0.423240], [0.410347, -1.322461, -0.042979], [-0.283334, -0.060629, 0.015925], [-4.027859, -2.338263, -1.282366], [-3.974798, -1.798960, 1.490492], [-4.209451, 0.042950, -0.391872], [-3.639173, 0.959605, 0.269253], [-2.294587, 3.165172, -0.068930], [-0.064971, 3.393121, -0.170207], [2.645075, 1.401372, 0.922756], [2.213820, 2.010176, -0.846699], [2.380588, -0.323539, -1.467637], [4.231189, -1.237411, 0.196145], [4.173336, 0.390791, 0.800968], [1.621239, -1.185427, 1.440289], [1.960298, -2.615559, 0.498540], [0.591766, -1.601124, -1.210150], [-0.227817, -2.113604, 0.376750], [3.905765, -0.170183, -0.162689], [-2.075180, -1.434825, -0.285031]], "atomic_forces_ev_per_a": [[-1.01, -3.51, -2.03], [0.83, 0.94, 1.00], [-1.22, 0.13, -0.36], [7.68, -3.89, 0.10], [-2.20, 0.29, -1.21], [-4.28, 3.10, 3.31], [0.21, 3.53, -1.13], [1.97, -0.87, 2.30], [1.10, -3.27, -0.53], [-1.78, -3.00, -4.25], [0.50, 1.43, -1.34], [0.54, 2.71, 3.69], [0.92, 1.64, -4.44], [1.64, -5.38, 0.77], [2.66, 0.91, 0.18], [-2.23, 3.29, 0.05], [0.36, -1.85, 0.36], [-2.44, -0.15, -1.45], [0.35, -2.45, 1.84], [-0.46, -0.82, -1.01], [-0.92, 3.62, -1.58], [-1.23, -1.65, -3.08], [0.99, 1.27, 2.38], [0.78, 3.80, -1.01], [-1.26, 0.28, 2.13], [0.50, 0.13, -0.15], [3.80, -2.83, 4.09], [-5.81, 2.62, 1.38]], "nbo_charge": [-0.36, 0.29, -0.28, -0.18, -0.21, -0.01, -0.41, -0.10, -0.40, -0.42, -0.08, 0.20, 0.24, 0.26, 0.20, 0.21, 0.21, 0.22, 0.24, 0.21, 0.35, 0.34, 0.21, 0.21, 0.19, 0.24, -0.81, -0.54]}